# 1
10 unconnected molecules or ions with the total composition C41H109N13O15 at a distorted geometry. Source: the OMol25 dataset; level of theory: ωB97M-V/def2-TZVPD.

Its energy is -3467.5658 Eh. Its net charge is 0. The SMILES is COC[C@H](C)N.COC[C@H](C)N.COCCNCCOC.COCCNCCOC.COCCNCCOC.COCCNCCOC.COCCNCCOC.NC(N)=O.NC(N)=O.NC(N)=O. The spin multiplicity is 1. Its energy above the lowest of the compared OMol25 structures with the same formula, charge and spin is 6.5646 eV. The gap between HOMO and LUMO comes out at 0.316 Ha. Its HOMO energy is -0.312 Eh.

Last column: Löwdin charge in e.
Element x y z (Å)
C: 12.7899 -0.1179 3.8730  -0.797
O: 12.6711 -0.0468 2.6622  0.026
N: 12.9314 0.8684 4.7160  0.158
N: 12.8025 -1.2344 4.5314  0.150
H: 12.9954 0.6505 5.7001  0.110
H: 12.7036 1.7857 4.3598  0.124
H: 12.4982 -1.1652 5.4920  0.107
H: 12.6613 -2.1152 4.0579  0.122
C: 8.9580 0.9003 -2.8964  -0.802
O: 8.2364 1.2822 -3.8103  0.003
N: 8.6136 1.1436 -1.6822  0.168
N: 10.0901 0.2881 -3.1601  0.164
H: 9.3072 1.0988 -0.9494  0.115
H: 7.7929 1.7312 -1.6484  0.126
H: 10.4118 0.3010 -4.1174  0.120
H: 10.6832 -0.0046 -2.3968  0.107
C: 10.3462 7.3582 2.7182  -0.859
O: 10.3340 6.7238 3.7329  0.043
N: 9.4023 7.3397 1.8968  0.181
N: 11.4292 7.9519 2.2952  0.158
H: 8.5086 6.8856 2.0196  0.138
H: 9.6905 7.8058 1.0483  0.115
H: 12.3502 7.7788 2.6719  0.120
H: 11.3856 8.6104 1.5306  0.104
C: 24.6104 2.4837 6.6580  -0.086
O: 25.0548 2.1776 7.9955  -0.209
C: 26.0174 1.1378 8.2414  -0.225
C: 25.5106 -0.1598 7.7703  -0.226
N: 24.2004 -0.3525 8.4318  -0.038
C: 23.3896 -1.4091 7.8418  -0.226
C: 22.0015 -1.2415 8.4333  -0.228
O: 21.5562 0.0557 7.9694  -0.199
C: 20.0994 0.1243 8.0638  -0.082
H: 24.0665 1.6732 6.1728  0.080
H: 25.4478 2.7644 6.0192  0.080
H: 24.0416 3.4131 6.6880  0.087
H: 26.2493 1.0739 9.3044  0.124
H: 26.9750 1.4712 7.8416  0.119
H: 26.1392 -1.0088 8.0388  0.121
H: 25.4967 -0.1302 6.6808  0.108
H: 23.7104 0.5248 8.5336  0.094
H: 23.8288 -2.3980 7.9730  0.117
H: 23.2244 -1.3928 6.7645  0.112
H: 22.0694 -1.3019 9.5195  0.122
H: 21.4194 -2.0935 8.0820  0.115
H: 19.7126 1.0594 7.6584  0.084
H: 19.9148 0.0345 9.1342  0.081
H: 19.5454 -0.7067 7.6272  0.076
C: 18.4119 -5.1207 4.7578  -0.093
O: 18.3694 -6.1036 5.8140  -0.192
C: 18.4209 -7.4304 5.3311  -0.235
C: 17.9377 -8.6203 6.2820  -0.168
N: 18.4827 -8.5043 7.6462  -0.074
C: 19.9348 -8.4993 7.5920  -0.213
C: 20.5570 -8.4660 9.0337  -0.254
O: 20.5118 -7.1653 9.5289  -0.172
C: 21.1768 -7.0821 10.8093  -0.093
H: 17.6026 -5.1727 4.0296  0.084
H: 19.3133 -5.1901 4.1489  0.079
H: 18.5349 -4.1696 5.2758  0.086
H: 19.3193 -7.6796 4.7664  0.113
H: 17.6106 -7.4752 4.6034  0.100
H: 18.2484 -9.6152 5.9629  0.111
H: 16.8502 -8.5758 6.3422  0.107
H: 18.1397 -7.6568 8.0755  0.106
H: 20.3586 -7.5983 7.1487  0.107
H: 20.3124 -9.2714 6.9216  0.118
H: 21.5668 -8.8694 8.9590  0.112
H: 20.0172 -9.2390 9.5808  0.116
H: 22.2544 -7.2352 10.7518  0.085
H: 20.7395 -7.6153 11.6534  0.086
H: 21.0212 -6.0303 11.0492  0.082
C: 9.4691 -9.3900 -0.2258  -0.125
O: 8.9305 -8.6166 0.8069  -0.202
C: 9.3245 -7.2062 0.8578  -0.169
C: 8.5912 -6.3380 -0.1719  -0.246
N: 7.1969 -6.0987 0.1764  -0.047
C: 6.5866 -5.7125 -1.1070  -0.221
C: 5.0794 -5.6104 -0.9138  -0.160
O: 4.6214 -7.0255 -0.6895  -0.209
C: 3.5221 -7.1332 0.1917  -0.133
H: 9.3748 -8.8781 -1.1835  0.074
H: 8.9451 -10.3371 -0.3544  0.090
H: 10.5325 -9.5304 -0.0324  0.085
H: 10.4125 -7.1475 0.8281  0.113
H: 9.1398 -6.7902 1.8482  0.119
H: 8.6741 -6.8068 -1.1524  0.098
H: 8.9863 -5.3223 -0.1844  0.120
H: 7.0149 -7.0408 0.4914  0.099
H: 6.7544 -6.4850 -1.8575  0.114
H: 6.9809 -4.7732 -1.4948  0.125
H: 4.6645 -5.3129 -1.8769  0.111
H: 4.7684 -4.9089 -0.1396  0.117
H: 3.4515 -8.1634 0.5406  0.082
H: 2.5956 -6.8659 -0.3164  0.082
H: 3.6698 -6.5580 1.1057  0.081
C: 19.5060 6.0116 0.8667  -0.113
O: 19.0844 6.4253 2.1572  -0.193
C: 17.8045 5.9155 2.5934  -0.212
C: 17.4059 6.7425 3.7504  -0.273
N: 17.2074 8.1367 3.4972  -0.059
C: 16.7412 8.7898 4.7623  -0.177
C: 16.6720 10.3283 4.5365  -0.246
O: 17.9760 10.8310 4.4159  -0.213
C: 18.0329 12.3011 4.4464  -0.060
H: 19.3651 4.9360 0.7604  0.080
H: 20.5557 6.2243 0.6647  0.085
H: 18.9033 6.4537 0.0733  0.082
H: 17.8591 4.8894 2.9570  0.124
H: 17.0654 6.0420 1.8022  0.125
H: 18.2090 6.6815 4.4848  0.124
H: 16.4660 6.3840 4.1700  0.124
H: 18.1006 8.5660 3.3024  0.100
H: 17.4396 8.5877 5.5743  0.114
H: 15.7901 8.3383 5.0444  0.112
H: 16.1734 10.6599 5.4473  0.111
H: 16.1237 10.6814 3.6632  0.119
H: 17.9031 12.4881 5.5123  0.085
H: 17.2718 12.7878 3.8365  0.080
H: 19.0051 12.6270 4.0765  0.083
C: 12.2339 2.3712 11.2102  -0.095
O: 13.5995 2.0838 11.5447  -0.208
C: 14.4048 3.1992 11.9826  -0.194
C: 14.1118 3.6343 13.4482  -0.215
N: 14.3641 2.5370 14.3581  -0.080
C: 15.8044 2.3119 14.6167  -0.185
C: 16.0105 1.2970 15.8146  -0.186
O: 17.3780 0.9172 15.9580  -0.195
C: 17.8156 -0.1077 15.1004  -0.115
H: 12.2311 3.2797 10.6080  0.080
H: 11.7210 2.6352 12.1350  0.075
H: 11.6337 1.6091 10.7131  0.083
H: 14.2879 4.0443 11.3042  0.111
H: 15.4513 2.8955 11.9590  0.106
H: 13.0852 3.9878 13.5442  0.101
H: 14.6386 4.5552 13.6980  0.116
H: 13.9528 1.6582 14.0776  0.104
H: 16.2615 3.2939 14.7380  0.117
H: 16.1954 1.9407 13.6694  0.094
H: 15.2899 0.4878 15.6971  0.112
H: 15.6870 1.8768 16.6790  0.116
H: 17.0594 -0.8522 14.8518  0.090
H: 18.6904 -0.5183 15.6046  0.087
H: 18.2083 0.4086 14.2244  0.080
C: 21.6524 1.1785 -6.1202  -0.076
C: 21.0159 -0.1675 -6.3821  -0.436
C: 19.5232 -0.2680 -6.1028  -0.176
O: 19.3291 0.0916 -4.7222  -0.181
C: 18.1418 -0.3248 -4.2066  -0.158
N: 21.2664 -0.3978 -7.8153  0.012
H: 21.1332 2.0364 -6.5474  0.088
H: 22.6996 1.1150 -6.4158  0.074
H: 21.7211 1.2210 -5.0332  0.073
H: 21.5690 -0.9505 -5.8634  0.139
H: 19.1389 -1.2682 -6.3031  0.126
H: 19.0209 0.3910 -6.8108  0.123
H: 17.3258 -0.0031 -4.8538  0.093
H: 18.1055 0.1742 -3.2382  0.091
H: 18.0785 -1.3661 -3.8908  0.088
H: 20.6676 0.2189 -8.3456  0.062
H: 22.2315 -0.2012 -8.0390  0.061
C: 11.2619 -5.3903 10.7599  -0.054
C: 11.2414 -3.9581 11.3528  -0.428
C: 11.7594 -3.7838 12.7857  -0.200
O: 11.6191 -2.4040 13.1946  -0.208
C: 10.2368 -2.0722 13.5895  -0.086
N: 12.0365 -3.0299 10.4950  0.035
H: 10.6697 -6.0133 11.4302  0.075
H: 12.3158 -5.6643 10.7113  0.073
H: 10.7978 -5.3382 9.7750  0.075
H: 10.1987 -3.6481 11.2845  0.125
H: 12.8125 -4.0541 12.8626  0.123
H: 11.2534 -4.3271 13.5838  0.114
H: 9.7119 -1.3914 12.9193  0.075
H: 10.1798 -1.4995 14.5152  0.077
H: 9.5763 -2.9341 13.6839  0.081
H: 13.0032 -3.3226 10.4970  0.065
H: 11.9104 -2.0928 10.8499  0.057


# 2
C8H9ClN2O3 in the gas phase at a distorted geometry. Source: the OMol25 dataset; level of theory: ωB97M-V/def2-TZVPD.

Its energy is -1105.5996 Eh. Its net charge is 0. The spin multiplicity is 1. Its energy above the lowest of the compared OMol25 structures with the same formula, charge and spin is 0.0000 eV. The gap between HOMO and LUMO (alpha / beta) comes out at 0.270 / 0.296 Ha. Its HOMO energy (alpha / beta) is -0.265 / -0.276 Eh.

Last column: Löwdin charge in e.
Element x y z (Å)
C: 2.5491 -1.1468 0.8641  0.014
C: 3.2962 -0.0876 0.5107  -0.074
C: 1.1574 -1.2343 0.4785  -0.433
C: 1.4924 0.8733 -0.7876  -0.460
C: -1.5018 0.9198 -0.9653  -0.179
C: -2.8648 0.6890 -0.2186  -0.196
C: -2.0082 -0.6945 1.3987  0.012
C: -0.6325 -0.2538 -0.7928  -0.643
N: 2.7656 0.9059 -0.2531  0.125
N: 0.6993 -0.1799 -0.3576  0.055
O: 0.3924 -2.1014 0.8357  0.045
O: 1.1269 1.7337 -1.5549  0.092
O: -2.5909 0.4756 1.1303  -0.126
Cl: -1.0138 -1.6547 -1.7447  0.718
H: 2.9272 -1.9477 1.4736  0.114
H: 4.3277 0.0392 0.8034  0.127
H: -1.7536 1.1101 -2.0089  0.121
H: -1.0251 1.8041 -0.5435  0.118
H: -3.5024 1.5698 -0.3003  0.127
H: -3.3595 -0.1785 -0.6719  0.116
H: -2.3706 -1.6000 0.9448  0.079
H: -1.4386 -0.7338 2.3090  0.086
H: 3.3277 1.6924 -0.5495  0.163


- The lowest energy belongs to which entry?
  C41H109N13O15


Please write out number 2 again, unchanged.
C8H9ClN2O3 in the gas phase at a distorted geometry. Source: the OMol25 dataset; level of theory: ωB97M-V/def2-TZVPD.

Its energy is -1105.5996 Eh. Its net charge is 0. The spin multiplicity is 1. Its energy above the lowest of the compared OMol25 structures with the same formula, charge and spin is 0.0000 eV. The gap between HOMO and LUMO (alpha / beta) comes out at 0.270 / 0.296 Ha. Its HOMO energy (alpha / beta) is -0.265 / -0.276 Eh.

Last column: Löwdin charge in e.
Element x y z (Å)
C: 2.5491 -1.1468 0.8641  0.014
C: 3.2962 -0.0876 0.5107  -0.074
C: 1.1574 -1.2343 0.4785  -0.433
C: 1.4924 0.8733 -0.7876  -0.460
C: -1.5018 0.9198 -0.9653  -0.179
C: -2.8648 0.6890 -0.2186  -0.196
C: -2.0082 -0.6945 1.3987  0.012
C: -0.6325 -0.2538 -0.7928  -0.643
N: 2.7656 0.9059 -0.2531  0.125
N: 0.6993 -0.1799 -0.3576  0.055
O: 0.3924 -2.1014 0.8357  0.045
O: 1.1269 1.7337 -1.5549  0.092
O: -2.5909 0.4756 1.1303  -0.126
Cl: -1.0138 -1.6547 -1.7447  0.718
H: 2.9272 -1.9477 1.4736  0.114
H: 4.3277 0.0392 0.8034  0.127
H: -1.7536 1.1101 -2.0089  0.121
H: -1.0251 1.8041 -0.5435  0.118
H: -3.5024 1.5698 -0.3003  0.127
H: -3.3595 -0.1785 -0.6719  0.116
H: -2.3706 -1.6000 0.9448  0.079
H: -1.4386 -0.7338 2.3090  0.086
H: 3.3277 1.6924 -0.5495  0.163